{"formula": "C5H8", "method": "wB97M-V/def2-TZVPD", "elements": ["C", "C", "C", "C", "C", "H", "H", "H", "H", "H", "H", "H", "H"], "coordinates": [[-1.91, -1.30, -0.12], [-1.04, -1.11, 0.86], [0.21, -0.33, 0.65], [0.31, 0.72, -0.17], [1.65, 1.31, -0.48], [-2.83, -1.86, 0.02], [-1.76, -0.98, -1.15], [-1.30, -1.25, 1.90], [1.12, -0.77, 1.03], [-0.51, 1.11, -0.75], [2.42, 1.19, 0.29], [1.63, 2.38, -0.66], [2.02, 0.88, -1.41]], "orbital_gap_ev": 10.2293, "relative_energy_kj_mol": 94.3, "smiles": "C=C/C=C/C", "homo_ha": -0.329, "molar_mass_g_mol": 68.12, "charge": 0}


{"formula": "C5H8", "method": "wB97M-V/def2-TZVPD", "elements": ["C", "C", "C", "C", "C", "H", "H", "H", "H", "H", "H", "H", "H"], "coordinates": [[-0.55, 1.48, -0.27], [0.02, 0.36, 0.59], [-0.41, -1.07, 0.19], [1.49, 0.08, 0.28], [1.07, -1.11, -0.49], [-0.01, 2.42, -0.09], [-0.46, 1.25, -1.34], [-1.61, 1.63, -0.05], [-0.13, 0.62, 1.65], [-1.34, -1.19, -0.41], [-0.44, -1.78, 1.01], [0.74, -0.84, -1.48], [1.71, -2.00, -0.59]], "orbital_gap_ev": 8.3931, "relative_energy_kj_mol": 394.8, "homo_ha": -0.306, "molar_mass_g_mol": 68.12, "charge": 0}


{"formula": "C5H8", "method": "wB97M-V/def2-TZVPD", "elements": ["C", "C", "C", "C", "C", "H", "H", "H", "H", "H", "H", "H", "H"], "coordinates": [[-1.81, 0.13, -1.28], [-0.53, 0.41, -1.16], [0.73, 0.56, -0.87], [1.28, -0.01, 0.42], [0.18, -0.45, 1.39], [-2.11, -0.81, -1.74], [-2.58, 0.78, -0.89], [1.42, 1.09, -1.54], [1.93, -0.86, 0.17], [1.92, 0.74, 0.90], [-0.26, -1.41, 1.10], [0.55, -0.53, 2.41], [-0.64, 0.28, 1.38]], "orbital_gap_ev": 10.5400, "relative_energy_kj_mol": 121.4, "smiles": "C=C=CCC", "homo_ha": -0.346, "molar_mass_g_mol": 68.12, "charge": 0}


{"formula": "C5H8", "method": "wB97M-V/def2-TZVPD", "elements": ["C", "C", "C", "C", "C", "H", "H", "H", "H", "H", "H", "H", "H"], "coordinates": [[-0.73, -2.41, -0.36], [-0.45, -1.29, -0.05], [0.00, 0.05, 0.38], [1.42, 0.32, -0.14], [-0.96, 1.17, -0.03], [-0.97, -3.42, -0.63], [0.04, 0.02, 1.48], [2.05, -0.57, -0.06], [1.39, 0.61, -1.20], [1.89, 1.13, 0.42], [-0.62, 2.12, 0.41], [-1.98, 0.98, 0.31], [-0.97, 1.29, -1.12]], "orbital_gap_ev": 11.0596, "relative_energy_kj_mol": 120.9, "smiles": "C#CC(C)C", "homo_ha": -0.365, "molar_mass_g_mol": 68.12, "charge": 0}


{"formula": "C5H8", "method": "wB97M-V/def2-TZVPD", "elements": ["C", "C", "C", "C", "C", "H", "H", "H", "H", "H", "H", "H", "H"], "coordinates": [[-1.32, -0.92, 0.13], [-0.23, 0.04, 0.54], [-0.11, 1.28, -0.32], [1.15, 1.02, -0.67], [1.24, -0.27, 0.10], [-1.20, -1.88, 0.65], [-1.32, -1.09, -0.95], [-2.29, -0.47, 0.40], [-0.29, 0.19, 1.63], [-0.82, 2.04, -0.63], [1.87, 1.55, -1.29], [1.35, -1.18, -0.51], [1.97, -0.32, 0.92]], "orbital_gap_ev": 10.6541, "relative_energy_kj_mol": 103.0, "smiles": "C[C@@H]1C=CC1", "homo_ha": -0.345, "molar_mass_g_mol": 68.12, "charge": 0}


{"formula": "C5H8", "method": "wB97M-V/def2-TZVPD", "elements": ["C", "C", "C", "C", "C", "H", "H", "H", "H", "H", "H", "H", "H"], "coordinates": [[-1.00, -0.96, 1.56], [-0.11, -0.47, 0.72], [0.36, 0.18, -0.33], [-0.93, 0.60, -1.11], [1.85, 0.27, -0.70], [-1.47, -1.93, 1.40], [-1.39, -0.36, 2.38], [-1.65, 0.80, -0.33], [-1.08, 1.41, -1.84], [-1.29, -0.31, -1.61], [2.54, -0.19, 0.04], [2.07, -0.24, -1.64], [2.18, 1.31, -0.80]], "orbital_gap_ev": 9.9473, "relative_energy_kj_mol": 190.4, "smiles": "C=C=C(C)C", "homo_ha": -0.330, "molar_mass_g_mol": 68.12, "charge": 0}


> Which formula does entry 2 have?

C5H8